Below is a cluster of 4 separate species, C38H65BrN5O4P2S2 in total, with properties calculated with ωB97M-V/def2-TZVPD.

Summary:
E_tot (eV): -166386.982
Net charge: -1

Geometry as XYZ:
```
117
Properties=species:S:1:pos:R:3:forces:R:3:mulliken_charge:R:1
C 1.5381 -0.5084 0.8083 0.578 -0.548 -1.355 -1.12
C 2.0025 -0.3928 -0.4981 -1.517 -0.329 2.142 1.31
P 3.8990 -0.4311 -0.7162 -0.693 -3.639 -2.196 0.86
C 3.9655 0.6576 -2.2677 0.374 0.740 -1.503 -1.54
C 2.6594 0.9286 -3.0853 0.021 0.816 -0.475 -1.40
C 1.8014 2.1741 -2.6001 -0.031 -0.822 -0.964 1.94
C 2.5949 3.5319 -2.6053 -0.828 -0.314 0.142 -0.10
C 1.5885 4.6999 -2.9631 0.656 0.502 0.646 -0.23
C 1.4538 5.7860 -1.7872 -0.352 -0.319 -1.182 -0.72
C -0.0717 5.9900 -1.4398 0.621 -0.358 -0.393 -1.16
C -0.7708 4.7429 -0.7820 -0.431 0.358 0.709 0.56
C -0.1918 4.3260 0.6253 -0.036 -0.138 -0.091 -1.08
C -0.4136 2.8049 0.9607 0.006 0.556 -0.699 1.13
C -1.9419 2.3813 1.0710 1.344 -0.306 0.884 0.52
C -2.2806 2.0124 2.5908 -0.734 0.045 -1.213 -0.63
C -3.1189 0.6641 2.6561 0.178 0.828 0.574 -0.64
C 3.7197 -2.0203 -1.8324 -0.512 -0.928 -0.422 -1.61
C 2.7900 -3.1403 -1.2054 0.296 -0.863 -1.284 -0.79
C 1.4310 -3.3351 -2.0217 -0.233 0.606 0.368 -0.59
C 0.1458 -3.3384 -1.1233 -0.803 -0.925 0.108 -0.34
C -1.1895 -3.0934 -1.9385 0.890 -0.326 -0.684 -0.87
C -1.2631 -1.6910 -2.6586 -0.492 0.135 0.191 0.16
C -2.4273 -0.7459 -2.0989 1.259 -0.055 -0.352 0.23
S -3.4242 -0.1994 -3.5718 -0.137 1.135 0.452 -0.20
C -2.9473 1.4720 -4.0088 0.707 0.574 -1.319 0.45
N -2.8751 1.9188 -5.2683 -0.353 -1.440 2.031 -0.34
N -2.5261 3.2450 -5.2281 0.116 0.298 3.114 -0.46
C -2.3795 3.5292 -3.9364 0.026 0.062 -1.744 0.09
O -2.6146 2.4612 -3.0991 -0.266 0.127 -1.584 -0.11
C 5.8218 -0.7091 -0.7547 2.020 0.386 1.282 -0.96
C 6.2922 -1.9527 0.0996 -0.104 0.289 -2.474 0.39
O 6.7220 -2.9082 -0.4781 -0.160 0.122 0.768 -0.50
Br 6.2431 -2.0350 2.0577 -0.018 0.250 -0.273 -0.19
P 4.0916 1.3929 0.6350 -0.542 1.539 1.980 0.88
O 2.7174 2.4062 0.5282 1.370 -0.067 -0.655 -0.17
O 5.3699 2.4198 0.2238 -1.336 0.046 -0.373 -0.68
S 4.2858 0.9598 2.5198 0.192 0.100 0.208 -0.50
H 2.0040 -1.3174 1.4317 0.350 1.856 0.214 0.17
H 0.7148 0.1118 1.2299 -0.181 -1.283 -0.575 -0.17
H 1.1907 -0.4153 -1.2585 0.698 1.599 0.145 -1.00
H 3.8955 -1.3290 0.4338 -0.070 0.729 0.300 0.14
H 4.4646 1.6641 -2.1247 -0.457 -0.961 0.191 0.70
H 4.6677 0.1310 -2.9814 -0.636 0.357 0.827 0.46
H 2.9836 1.2140 -4.1331 -0.232 -0.281 0.927 0.67
H 2.0189 0.0164 -3.2469 0.590 0.816 0.477 0.03
H 1.2637 1.9481 -1.6484 0.685 0.390 -0.495 -1.80
H 0.9952 2.2800 -3.3874 0.674 -0.090 0.737 0.47
H 3.0355 3.7724 -1.6073 -0.330 -0.470 -0.694 -0.33
H 3.4603 3.4487 -3.3191 -0.933 0.200 0.427 0.53
H 0.5407 4.3456 -3.1510 1.124 -0.088 -0.043 -0.26
H 1.9650 5.1775 -3.9064 -0.563 -0.165 0.830 0.51
H 1.9144 6.7225 -2.2076 -0.580 -0.585 0.821 0.41
H 2.0181 5.4855 -0.8727 -0.326 0.175 -0.772 0.27
H -0.1472 6.8926 -0.7828 -0.308 -0.705 -0.502 0.42
H -0.5919 6.1650 -2.4250 0.354 0.251 0.981 0.21
H -0.8162 3.8456 -1.4606 0.369 0.851 0.520 -0.43
H -1.8453 5.0382 -0.6103 0.863 -0.316 -0.306 0.44
H -0.6702 4.9444 1.4367 0.379 -0.444 -0.761 0.35
H 0.9033 4.5651 0.6650 -0.873 -0.341 -0.049 0.16
H 0.1805 2.5859 1.8868 -0.750 -0.038 -0.728 0.61
H 0.0409 2.1890 0.1462 -0.095 0.583 0.631 -1.49
H -2.6165 3.1794 0.6781 0.484 -0.578 0.360 0.41
H -2.0719 1.4785 0.4164 -0.060 0.766 0.665 -0.66
H -2.8538 2.8996 2.9815 0.416 -1.073 -0.012 0.37
H -1.3663 1.9023 3.2190 -0.559 0.151 -0.719 0.18
H -3.1869 0.1625 1.6615 0.038 0.463 0.735 0.16
H -4.1465 0.9283 3.0170 0.787 -0.703 -0.234 0.28
H -2.5925 -0.0266 3.3612 -0.772 0.411 -0.458 0.12
H 3.2659 -1.7744 -2.8372 0.470 -0.049 0.953 0.48
H 4.7015 -2.4975 -2.0745 -0.637 0.463 0.252 0.67
H 3.3398 -4.1165 -1.3522 -0.468 0.881 0.407 0.54
H 2.6285 -3.0565 -0.1038 -0.012 0.281 -0.832 0.32
H 1.5110 -4.2871 -2.6196 -0.342 0.811 0.637 0.41
H 1.2820 -2.5264 -2.7919 0.478 -0.557 0.734 0.23
H 0.0786 -4.3655 -0.6582 -0.073 0.961 -0.301 0.46
H 0.1647 -2.6196 -0.2697 0.431 -0.340 -0.777 0.01
H -2.1163 -3.2622 -1.3304 0.852 0.144 -0.255 0.42
H -1.2016 -3.8748 -2.7529 -0.131 0.642 0.786 0.24
H -0.3254 -1.0856 -2.5922 -0.553 -0.755 0.040 -0.61
H -1.4304 -1.8811 -3.7537 0.070 0.370 1.051 0.51
H -1.9864 0.1250 -1.5481 -0.530 -0.611 -0.626 -0.65
H -3.0804 -1.2825 -1.3683 0.197 0.447 -0.858 0.50
H -2.0847 4.5276 -3.5597 -0.255 -1.123 0.078 0.36
H 6.4387 0.1423 -0.3622 -0.601 -0.395 -0.171 0.54
H 6.2205 -0.9173 -1.7849 -0.511 0.085 0.999 0.49
H 2.8157 3.1483 1.1512 0.093 -0.485 0.041 0.20
H 5.0012 3.1836 -0.2611 0.311 -0.453 0.120 0.36
N -3.9285 -2.4365 4.8584 -0.040 0.019 0.224 0.03
C -4.9653 -1.9831 5.6303 -0.073 -0.003 -0.104 -0.51
C -4.6323 -2.1813 6.9460 -0.122 0.095 -0.067 -0.46
C -3.3417 -2.7695 6.9695 0.135 -0.048 -0.049 -0.38
C -2.9335 -2.9111 5.6679 0.087 -0.082 -0.068 -0.55
H -3.9017 -2.4210 3.8539 0.034 0.051 0.090 0.22
H -5.8484 -1.5624 5.1773 0.034 -0.016 0.047 0.38
H -5.2465 -1.9302 7.7967 0.017 -0.004 -0.051 0.40
H -2.7754 -3.0562 7.8418 -0.006 -0.001 -0.061 0.48
H -2.0232 -3.3092 5.2492 -0.011 0.053 0.063 0.40
N -0.3201 -0.5581 7.4424 0.052 0.006 0.130 0.05
C 0.7537 -1.3965 7.5824 0.000 -0.037 -0.032 -0.50
C 1.5530 -1.2452 6.4763 -0.037 -0.107 0.165 -0.78
C 0.9382 -0.2758 5.6421 0.004 0.100 -0.194 -0.22
C -0.2105 0.1295 6.2664 -0.156 0.068 -0.048 -0.71
H -1.0728 -0.4620 8.1005 0.038 -0.043 -0.095 0.21
H 0.8549 -2.0261 8.4519 0.016 0.019 -0.053 0.39
H 2.4758 -1.7707 6.2875 -0.040 0.045 -0.009 0.43
H 1.2991 0.0855 4.6906 0.049 -0.029 0.052 0.71
H -0.9611 0.8470 5.9748 0.038 -0.038 -0.014 0.43
N -4.3565 -4.5931 -3.3184 -0.034 -0.119 -0.031 0.09
C -4.9771 -5.4973 -2.4998 -0.027 0.077 0.061 -0.44
C -5.2337 -6.6260 -3.2344 -0.031 0.004 0.138 -0.46
C -4.7437 -6.3964 -4.5457 0.060 0.053 -0.110 -0.53
C -4.2060 -5.1354 -4.5654 0.017 0.093 -0.046 -0.34
H -4.0563 -3.6734 -3.0455 0.027 -0.094 -0.031 0.18
H -5.1829 -5.2591 -1.4688 0.000 -0.038 -0.048 0.36
H -5.7182 -7.5184 -2.8703 0.031 0.045 -0.006 0.39
H -4.7805 -7.0788 -5.3801 0.015 0.039 0.038 0.39
H -3.7316 -4.5779 -5.3569 -0.029 -0.041 0.028 0.37
```
Forces are in eV/Å.